No. 1
Formula: C4H6O2
Source: OMol25
Level of theory: wB97M-V/def2-TZVPD

Structure (XYZ):
```
12
Properties=species:S:1:pos:R:3:lowdin_charge:R:1
C -1.63 -0.44 -0.25 -0.028
C -0.28 -0.24 0.42 -0.300
O 0.81 -0.97 -0.22 -0.078
C 1.78 0.12 -0.02 -0.053
C 0.54 1.01 0.14 -0.331
O 0.23 2.09 -0.29 0.125
H -2.42 0.24 0.09 0.091
H -1.50 -0.30 -1.33 0.088
H -1.97 -1.46 -0.05 0.081
H -0.40 -0.37 1.52 0.156
H 2.43 0.43 -0.86 0.128
H 2.42 -0.11 0.85 0.121
```

Properties
* molar mass: 86.090 g mol⁻¹
* gap between HOMO and LUMO: 10.90 eV
* SMILES: C[C@H]1OCC1=O
* strongest force on any atom: 0.016 hartree/bohr

No. 2
Formula: C4H6O2
Source: OMol25
Level of theory: wB97M-V/def2-TZVPD

Structure (XYZ):
```
12
Properties=species:S:1:pos:R:3:lowdin_charge:R:1
C 1.63 0.01 -0.10 -0.068
O 1.24 -0.29 1.24 0.019
C 0.24 -0.08 0.28 -0.407
C -0.88 0.94 0.46 -0.081
O -1.85 -0.13 0.28 -0.094
C -0.85 -0.94 -0.35 -0.110
H 2.07 -0.83 -0.63 0.120
H 2.08 0.99 -0.30 0.117
H -0.96 1.66 -0.37 0.127
H -0.95 1.46 1.42 0.133
H -1.03 -2.00 -0.49 0.119
H -0.75 -0.78 -1.45 0.125
```

Properties
* molar mass: 86.090 g mol⁻¹
* gap between HOMO and LUMO: 10.95 eV
* strongest force on any atom: 0.036 hartree/bohr

No. 3
Formula: C4H6O2
Source: OMol25
Level of theory: wB97M-V/def2-TZVPD

Structure (XYZ):
```
12
Properties=species:S:1:pos:R:3:lowdin_charge:R:1
O -0.20 -2.42 -1.06 0.058
C -0.03 -1.57 -0.21 -0.249
C 0.53 -0.20 -0.55 -0.152
C 0.49 0.98 0.47 -0.149
C -0.98 1.04 0.48 -0.320
O -1.65 0.38 1.23 0.045
H -0.18 -1.79 0.86 0.132
H 1.59 -0.28 -0.40 0.111
H 0.31 0.07 -1.59 0.134
H 1.05 1.81 0.02 0.126
H 0.93 0.71 1.44 0.130
H -1.37 1.57 -0.41 0.135
```

Properties
* molar mass: 86.090 g mol⁻¹
* gap between HOMO and LUMO: 10.69 eV
* SMILES: O=CCCC=O
* strongest force on any atom: 0.037 hartree/bohr

No. 4
Formula: C4H6O2
Source: OMol25
Level of theory: wB97M-V/def2-TZVPD

Structure (XYZ):
```
12
Properties=species:S:1:pos:R:3:lowdin_charge:R:1
C 0.33 -0.89 1.04 -0.084
O 1.52 -0.10 0.88 -0.099
C 0.78 0.94 0.23 -0.102
C -0.34 -0.06 -0.03 -0.422
C -0.92 -0.18 -1.35 -0.055
O -1.69 0.25 -0.21 0.014
H 0.49 -1.97 0.92 0.126
H -0.13 -0.68 2.02 0.130
H 0.48 1.75 0.91 0.129
H 1.32 1.37 -0.62 0.127
H -0.58 0.65 -1.96 0.115
H -1.26 -1.08 -1.86 0.120
```

Properties
* molar mass: 86.090 g mol⁻¹
* gap between HOMO and LUMO: 10.95 eV
* SMILES: C1OCC12CO2
* strongest force on any atom: 0.013 hartree/bohr

No. 5
Formula: C4H6O2
Source: OMol25
Level of theory: wB97M-V/def2-TZVPD

Structure (XYZ):
```
12
Properties=species:S:1:pos:R:3:lowdin_charge:R:1
C -1.42 0.59 0.35 -0.032
C -0.69 -0.64 -0.13 -0.295
O -0.13 -0.69 -1.43 0.013
C 0.76 -0.70 -0.32 -0.234
C 1.76 0.39 -0.11 -0.194
O 2.65 0.13 0.66 0.055
H -1.39 0.62 1.44 0.089
H -0.96 1.51 -0.04 0.083
H -2.47 0.58 0.05 0.081
H -1.16 -1.58 0.16 0.145
H 1.33 -1.57 0.00 0.151
H 1.73 1.36 -0.65 0.135
```

Properties
* molar mass: 86.090 g mol⁻¹
* gap between HOMO and LUMO: 10.95 eV
* SMILES: C[C@H]1O[C@H]1C=O
* strongest force on any atom: 0.020 hartree/bohr

No. 6
Formula: C4H6O2
Source: OMol25
Level of theory: wB97M-V/def2-TZVPD

Structure (XYZ):
```
12
Properties=species:S:1:pos:R:3:lowdin_charge:R:1
O 3.06 0.19 0.45 0.112
C 1.94 -0.05 0.46 -0.068
C 0.17 0.82 -0.30 -0.275
C -0.53 -0.31 -0.73 -0.173
C -1.48 0.00 0.41 -0.153
O -0.60 1.09 0.82 -0.074
H 1.06 -1.49 0.36 0.086
H 0.70 1.63 -0.80 0.131
H 0.32 -1.40 -0.15 0.062
H -0.73 -0.68 -1.73 0.111
H -1.61 -0.73 1.21 0.119
H -2.45 0.41 0.10 0.122
```

Properties
* molar mass: 86.090 g mol⁻¹
* gap between HOMO and LUMO: 9.54 eV
* strongest force on any atom: 0.022 hartree/bohr